# C4H8N4

A single C4H8N4 molecule (ωB97M-V/def2-TZVPD, the OMol25 dataset).

## Properties
* 2S+1: 1
* HOMO energy: -8.2 eV
* lowest unoccupied orbital energy: 0.791 eV
* energy relative to the best compared isomer or geometry (same formula, charge and spin): 488.9 kJ/mol
* Kohn-Sham gap: 9.02 eV

Cartesian coordinates (Å):
C  1.135  -0.366  0.111
C  -0.646  1.083  -0.532
C  -0.235  2.292  -0.106
C  -2.166  -1.166  0.481
H  0.956  -2.364  -0.606
H  2.731  -1.913  -0.241
H  2.754  0.311  0.526
H  -1.485  0.916  -1.325
H  -0.877  3.352  -0.193
H  0.587  2.500  0.403
H  -2.590  -2.236  0.582
H  -2.582  -0.199  0.950
N  1.651  -1.590  -0.460
N  1.854  0.642  0.722
N  -0.170  -0.095  -0.276
N  -0.919  -1.167  -0.037



# C4H14N2O

2 unconnected molecules or ions with the total composition C4H14N2O (ωB97M-V/def2-TZVPD, the OMol25 dataset).

## Properties
* 2S+1: 1
* HOMO energy: -9.4 eV
* lowest unoccupied orbital energy: 0.490 eV
* energy relative to the best compared isomer or geometry (same formula, charge and spin): 299.6 kJ/mol
* Kohn-Sham gap: 9.86 eV

Cartesian coordinates (Å):
C  -0.656  -0.608  1.811
C  -0.512  0.393  0.597
C  0.500  1.438  0.799
N  1.786  1.762  0.079
C  -1.423  -1.806  1.599
N  -1.026  -2.724  0.579
H  0.340  -1.002  2.125
H  -0.968  -0.100  2.741
H  -0.285  -0.099  -0.326
H  -1.615  0.728  0.559
H  0.232  2.469  0.949
H  0.799  1.375  1.941
H  2.553  1.389  0.514
H  1.653  1.269  -0.834
H  -2.426  -1.522  1.477
H  -1.329  -2.383  2.487
H  -0.775  -2.387  -0.304
H  -1.815  -3.273  0.261
H  0.709  0.823  -3.980
H  1.385  2.017  -3.999
O  1.096  1.366  -4.632



# C27H33NO4

A single C27H33NO4 molecule (ωB97M-V/def2-TZVPD, the OMol25 dataset).

## Properties
* 2S+1: 1
* HOMO energy: -8.2 eV
* lowest unoccupied orbital energy: 0.705 eV
* energy relative to the best compared isomer or geometry (same formula, charge and spin): 287.5 kJ/mol
* Kohn-Sham gap: 8.95 eV

Cartesian coordinates (Å):
C  -1.922  -3.979  2.069
H  -0.924  -4.400  2.172
H  -2.024  -3.149  2.764
H  -2.646  -4.742  2.344
C  -2.182  -3.521  0.630
N  -1.221  -2.581  0.078
C  0.098  -3.143  -0.166
H  0.869  -2.668  0.448
C  0.484  -3.005  -1.669
O  -0.668  -2.965  -2.459
H  -1.323  -2.491  -1.916
C  1.389  -1.787  -1.941
O  0.772  -0.633  -1.434
C  1.464  0.585  -1.669
C  0.523  1.684  -1.208
C  0.952  2.774  -0.461
C  0.049  3.720  -0.022
C  -1.310  3.597  -0.314
C  -1.739  2.521  -1.081
C  -0.824  1.583  -1.522
H  -1.167  0.745  -2.109
H  -2.779  2.394  -1.336
O  -2.120  4.570  0.189
C  -3.503  4.475  -0.050
H  -3.915  3.543  0.349
H  -3.732  4.545  -1.118
H  -3.950  5.322  0.469
H  0.373  4.566  0.562
H  1.998  2.885  -0.216
C  2.791  0.618  -0.949
C  3.962  0.994  -1.598
C  5.163  1.014  -0.922
C  5.226  0.647  0.423
C  4.059  0.264  1.075
C  2.858  0.255  0.388
H  1.952  -0.036  0.899
H  4.071  -0.026  2.114
O  6.462  0.698  0.995
C  6.590  0.350  2.351
H  6.000  1.010  2.994
H  7.647  0.469  2.587
H  6.296  -0.690  2.529
H  6.076  1.308  -1.416
H  3.929  1.278  -2.639
H  1.642  0.692  -2.755
H  2.372  -1.946  -1.472
H  1.535  -1.694  -3.028
H  1.054  -3.889  -1.982
H  0.085  -4.208  0.075
C  -1.207  -1.287  0.741
C  -2.512  -0.550  0.631
C  -3.285  -0.616  -0.522
C  -4.466  0.096  -0.622
C  -4.890  0.895  0.426
C  -4.123  0.976  1.575
C  -2.945  0.256  1.675
H  -2.353  0.325  2.577
H  -4.444  1.598  2.399
H  -5.814  1.450  0.348
H  -5.059  0.030  -1.524
H  -2.960  -1.235  -1.345
H  -0.919  -1.367  1.803
H  -0.451  -0.683  0.232
H  -3.166  -3.046  0.585
H  -2.201  -4.392  -0.031



# C15H38BIOP

3 unconnected molecules or ions with the total composition C15H38BIOP (ωB97M-V/def2-TZVPD, the OMol25 dataset).

## Properties
* total charge: -1
* 2S+1: 1
* HOMO energy: -4.9 eV
* lowest unoccupied orbital energy: 2.620 eV
* Kohn-Sham gap: 7.50 eV

Cartesian coordinates (Å):
C  -0.069  1.374  -1.316
C  0.908  0.239  -1.668
C  0.174  -1.099  -1.660
I  1.312  -2.574  -0.510
B  -0.304  -1.670  -3.118
P  1.089  -1.679  -4.460
O  1.192  -2.842  -5.410
H  0.445  2.328  -1.401
H  -0.900  1.327  -2.014
H  -0.425  1.212  -0.302
H  1.325  0.459  -2.648
H  1.729  0.281  -0.958
H  -0.712  -0.972  -1.053
H  -1.193  -0.926  -3.503
H  -0.736  -2.794  -3.000
H  2.333  -1.424  -3.807
H  0.969  -0.479  -5.222
C  4.342  -5.394  5.911
C  3.630  -6.074  4.744
C  3.688  -5.273  3.444
C  3.018  -3.899  3.504
C  1.545  -3.919  3.907
C  0.665  -4.698  2.933
H  3.886  -4.433  6.155
H  4.299  -6.014  6.808
H  5.393  -5.218  5.674
H  2.590  -6.272  5.016
H  4.090  -7.051  4.570
H  3.234  -5.864  2.645
H  4.736  -5.136  3.159
H  3.106  -3.429  2.520
H  3.568  -3.253  4.195
H  1.189  -2.887  3.954
H  1.433  -4.328  4.917
H  0.747  -4.274  1.931
H  -0.383  -4.650  3.234
H  0.946  -5.752  2.884
C  -4.761  6.369  -3.512
C  -3.661  6.759  -2.529
C  -2.381  5.941  -2.691
C  -2.542  4.438  -2.453
C  -3.098  4.061  -1.082
C  -2.208  4.503  0.076
H  -5.074  5.333  -3.376
H  -5.643  6.998  -3.378
H  -4.420  6.485  -4.542
H  -4.037  6.669  -1.506
H  -3.417  7.816  -2.670
H  -1.620  6.338  -2.014
H  -1.991  6.091  -3.703
H  -1.568  3.960  -2.582
H  -3.187  4.012  -3.227
H  -3.209  2.975  -1.045
H  -4.102  4.475  -0.952
H  -1.213  4.066  -0.018
H  -2.626  4.179  1.031
H  -2.101  5.589  0.116



# C44H63BCrN6O5P2

A molecular structure, C44H63BCrN6O5P2 (ωB97M-V/def2-TZVPD, the OMol25 dataset).

## Properties
* total charge: +1
* 2S+1: 4
* HOMO energy (alpha / beta): -11.4 / -11.4 eV
* lowest unoccupied orbital energy (alpha / beta): -3.858 / -2.669 eV
* energy relative to the best compared isomer or geometry (same formula, charge and spin): 39.4 kJ/mol
* Kohn-Sham gap (alpha / beta): 7.57 / 8.76 eV

Cartesian coordinates (Å):
Cr  -0.291  0.730  -0.064
C  -1.011  -2.933  3.500
C  -0.530  -2.499  2.112
C  0.011  -3.707  1.348
C  -1.634  -1.777  1.397
C  -2.936  -2.251  1.233
C  -3.645  -1.219  0.658
N  -2.827  -0.184  0.479
N  -1.579  -0.507  0.925
B  -3.192  1.296  0.223
N  -2.677  1.879  -1.110
C  -3.416  2.542  -2.008
C  -2.568  3.223  -2.847
C  -1.274  2.926  -2.399
N  -1.353  2.111  -1.334
C  -0.028  3.523  -3.000
C  0.984  3.964  -1.948
C  0.641  2.630  -4.054
N  -2.484  2.100  1.333
C  -3.059  2.861  2.263
C  -2.073  3.504  2.974
C  -0.868  3.076  2.409
N  -1.122  2.209  1.404
C  0.476  3.628  2.788
C  0.746  4.913  1.994
C  0.559  3.918  4.287
H  -0.184  -3.390  4.050
H  -1.392  -2.097  4.087
H  -1.807  -3.676  3.411
H  0.288  -1.807  2.249
H  -0.681  -4.548  1.440
H  0.151  -3.489  0.291
H  0.971  -4.010  1.773
H  -3.319  -3.210  1.546
H  -4.689  -1.143  0.396
H  -4.382  1.431  0.277
H  -4.495  2.503  -1.972
H  -2.830  3.868  -3.672
H  -0.378  4.417  -3.516
H  1.540  3.107  -1.572
H  1.703  4.657  -2.387
H  0.496  4.463  -1.109
H  0.753  1.607  -3.694
H  0.058  2.592  -4.973
H  1.628  3.028  -4.301
H  -4.135  2.906  2.349
H  -2.202  4.190  3.795
H  1.238  2.897  2.549
H  -0.013  5.663  2.227
H  1.725  5.323  2.255
H  0.720  4.737  0.917
H  -0.033  4.801  4.545
H  0.200  3.076  4.880
H  1.594  4.118  4.570
O  1.524  0.654  -1.363
H  1.380  -0.208  -1.900
H  2.023  1.240  -1.940
C  4.017  -3.783  1.277
C  3.397  -3.285  0.141
C  2.670  -2.105  0.201
C  2.570  -1.402  1.401
C  3.168  -1.921  2.549
C  3.889  -3.106  2.483
P  1.730  0.222  1.426
C  3.082  1.353  0.946
C  2.763  2.623  0.471
C  3.754  3.537  0.151
C  5.087  3.181  0.299
C  5.417  1.909  0.745
C  4.422  0.993  1.060
C  1.472  0.600  3.204
C  2.550  0.980  4.007
C  2.386  1.150  5.374
C  1.140  0.957  5.957
C  0.052  0.638  5.161
C  0.214  0.470  3.791
H  4.589  -4.702  1.228
H  3.466  -3.818  -0.801
H  2.173  -1.762  -0.690
H  3.061  -1.425  3.504
H  4.350  -3.498  3.381
H  1.725  2.898  0.346
H  3.484  4.520  -0.220
H  5.869  3.889  0.055
H  6.456  1.621  0.841
H  4.697  -0.003  1.384
H  3.528  1.145  3.568
H  3.236  1.432  5.982
H  1.016  1.082  7.026
H  -0.933  0.526  5.601
H  -0.649  0.252  3.180
C  -3.592  -1.334  -3.263
C  -2.472  -1.153  -4.282
C  -2.203  0.311  -4.535
C  -2.799  -1.846  -5.593
O  -1.212  -1.747  -3.823
P  -0.471  -1.704  -2.431
O  1.005  -1.667  -2.679
O  -0.952  -0.517  -1.581
O  -0.913  -3.048  -1.711
C  -0.905  -4.409  -2.307
C  -0.839  -5.370  -1.131
C  -2.199  -4.648  -3.063
C  0.308  -4.602  -3.211
H  -4.460  -0.755  -3.586
H  -3.282  -0.973  -2.279
H  -3.890  -2.377  -3.180
H  -3.098  0.805  -4.917
H  -1.399  0.416  -5.265
H  -1.907  0.790  -3.606
H  -3.613  -1.313  -6.088
H  -3.113  -2.880  -5.446
H  -1.926  -1.836  -6.249
H  -1.508  -5.035  -0.337
H  0.174  -5.449  -0.736
H  -1.158  -6.360  -1.457
H  -3.057  -4.459  -2.413
H  -2.236  -5.688  -3.391
H  -2.261  -4.011  -3.939
H  1.228  -4.396  -2.660
H  0.274  -3.939  -4.077
H  0.331  -5.634  -3.564



# C24H57N7O13S2

8 unconnected molecules or ions with the total composition C24H57N7O13S2 (ωB97M-V/def2-TZVPD, the OMol25 dataset).

## Properties
* 2S+1: 1
* HOMO energy: -9.0 eV
* lowest unoccupied orbital energy: 0.168 eV
* energy relative to the best compared isomer or geometry (same formula, charge and spin): 423.5 kJ/mol
* Kohn-Sham gap: 9.21 eV

Cartesian coordinates (Å):
C  -7.197  0.635  1.874
C  -6.607  2.100  1.401
O  -5.163  1.972  1.032
O  -4.510  2.019  2.160
S  -3.380  0.738  2.059
O  -2.131  1.244  2.821
O  -2.861  0.445  0.461
C  -2.418  -0.979  0.312
S  -1.351  -1.123  -1.235
O  -2.241  -1.775  -2.333
O  -0.171  -2.084  -0.925
H  -7.695  0.126  0.928
H  -6.315  -0.096  2.193
H  -7.916  0.686  2.808
H  -6.758  2.956  2.188
H  -7.152  2.436  0.401
H  -1.859  -1.368  1.288
H  -3.376  -1.646  0.177
H  -0.887  0.105  -1.736
C  -5.545  -4.836  1.361
C  -4.355  -4.351  0.581
O  -3.855  -3.243  0.774
N  -3.827  -5.178  -0.366
C  -4.267  -6.501  -0.738
H  -5.851  -4.068  2.076
H  -6.381  -5.031  0.684
H  -5.284  -5.741  1.916
H  -3.029  -4.781  -0.848
H  -3.435  -7.192  -0.578
H  -4.523  -6.487  -1.800
H  -5.130  -6.833  -0.160
C  2.811  -1.348  -0.222
C  4.265  -1.113  -0.522
O  4.875  -1.780  -1.357
N  4.910  -0.126  0.163
C  4.375  0.756  1.171
H  2.436  -2.164  -0.845
H  2.686  -1.628  0.828
H  2.233  -0.447  -0.447
H  5.886  -0.029  -0.094
H  4.502  1.784  0.824
H  4.952  0.613  2.088
H  3.319  0.568  1.373
C  6.658  3.664  -2.907
C  7.324  2.553  -2.144
O  8.085  2.773  -1.203
N  7.065  1.269  -2.523
C  6.209  0.810  -3.591
H  6.961  4.628  -2.490
H  6.961  3.631  -3.957
H  5.571  3.577  -2.820
H  7.550  0.578  -1.962
H  5.439  0.169  -3.156
H  6.817  0.223  -4.282
H  5.737  1.632  -4.130
C  3.664  5.793  3.286
C  3.289  4.895  2.140
O  3.476  5.221  0.968
N  2.726  3.687  2.427
C  2.429  3.129  3.725
H  4.100  6.717  2.900
H  2.773  6.047  3.868
H  4.406  5.299  3.920
H  2.502  3.141  1.604
H  2.974  2.187  3.821
H  1.356  2.929  3.769
H  2.708  3.796  4.541
C  -8.719  -0.681  5.982
C  -7.265  -0.446  5.682
O  -6.655  -1.113  4.847
N  -6.619  0.541  6.366
C  -7.155  1.423  7.375
H  -9.094  -1.497  5.359
H  -8.844  -0.961  7.031
H  -9.297  0.220  5.756
H  -5.644  0.638  6.109
H  -7.028  2.451  7.027
H  -6.578  1.280  8.291
H  -8.210  1.235  7.576
C  10.980  5.949  -1.646
C  11.738  5.852  -2.941
O  12.503  6.738  -3.318
N  11.558  4.738  -3.707
C  10.712  3.600  -3.440
H  11.227  6.891  -1.148
H  9.904  5.933  -1.840
H  11.262  5.125  -0.985
H  12.102  4.746  -4.563
H  11.343  2.708  -3.413
H  9.998  3.509  -4.261
H  10.173  3.692  -2.497
C  -6.714  -7.743  -5.137
C  -5.729  -6.769  -4.553
O  -5.356  -6.841  -3.383
N  -5.247  -5.782  -5.360
C  -5.560  -5.531  -6.747
H  -7.007  -8.469  -4.374
H  -7.610  -7.213  -5.471
H  -6.256  -8.282  -5.970
H  -4.589  -5.166  -4.895
H  -4.631  -5.584  -7.318
H  -5.973  -4.523  -6.824
H  -6.276  -6.249  -7.149



We obtain max |F| values of 0.12717, 0.12977, 0.01415, 0.01691, 0.02012, 0.14543 hartree/bohr for the records listed above, in that order.